(1)
An isolated molecule of C5H10NO4PS. Source: the Open Molecules 2025 dataset; level of theory: the ωB97M-V functional and the def2-TZVPD basis.

Structure (XYZ):
```
22
Properties=species:S:1:pos:R:3:forces:R:3
C 1.10482 -0.74736 -1.42123 1.11 -1.66 1.12
C 0.81055 0.11892 -0.16070 2.58 -0.07 -1.77
C 1.54145 -0.45930 1.01703 2.55 0.91 2.36
C 1.31239 1.65771 -0.50439 0.43 -1.32 3.43
O 0.12550 2.34761 -0.53861 -2.64 1.63 -0.49
C -0.96294 1.64683 -0.18158 0.18 -2.97 0.99
O -2.09074 1.99341 -0.00441 0.21 1.31 -0.48
N -0.60505 0.24944 0.07179 -0.92 2.67 -0.56
P -1.99727 -0.81549 0.11582 -0.07 1.22 0.02
O -2.78511 -0.35619 1.47084 -1.16 0.99 -1.13
O -1.28713 -2.12365 0.69284 0.22 0.09 0.91
S -3.04734 -0.86080 -1.53585 1.00 -0.36 1.44
H 0.65525 -1.76376 -1.28472 0.50 0.64 0.10
H 2.21495 -0.90812 -1.71576 -1.81 0.60 0.72
H 0.55020 -0.34436 -2.20913 -0.57 0.81 -1.60
H 1.53202 -1.52544 0.95263 0.02 -0.81 0.09
H 1.14091 -0.17330 2.00654 -0.49 -0.04 -0.53
H 2.67618 -0.15456 1.24967 -2.22 -0.49 -1.44
H 1.85068 2.09375 0.47986 -0.46 -1.11 -2.52
H 1.83968 1.82028 -1.46151 0.00 -0.41 0.71
H -3.56264 0.28732 1.31604 1.97 -1.41 0.02
H -1.01636 -1.98293 1.64481 -0.43 -0.22 -1.37
```
Forces are in eV/Å.

Values from the calculation:
LUMO (hartree): 0.013
Kohn-Sham gap (eV): 9.4305
F_max (eV/Å): 3.70
Calculated total energy (Ha): -1291.858111
SMILES: CC1(C)COC(=O)N1P(O)(O)=S
Highest occupied orbital energy (eV): -9.07

---

(2)
A cluster of 2 separate species, C5H10NO6S in total. Source: the Open Molecules 2025 dataset; level of theory: the ωB97M-V functional and the def2-TZVPD basis.

Structure (XYZ):
```
23
Properties=species:S:1:pos:R:3:forces:R:3
C 1.97124 -0.30518 2.59688 -0.24 0.01 0.19
O 0.97539 -0.82091 3.49249 0.60 -0.04 0.27
S -0.43834 -1.37375 2.92203 -0.29 -0.16 0.36
O -0.19336 -1.63216 1.50972 -0.05 0.09 -0.38
O -1.35509 -0.13117 3.12327 0.06 -0.60 0.23
C -1.22102 1.13896 2.24768 -0.93 0.12 -0.75
O -0.50428 1.96292 2.75644 0.50 0.30 0.10
O -1.95080 1.03578 1.27036 0.33 0.24 0.10
H 2.87823 -0.22871 3.18772 0.09 0.00 0.08
H 2.12863 -0.98138 1.76425 -0.03 -0.06 -0.17
H 1.68404 0.67881 2.24442 -0.04 0.15 -0.11
C 0.69977 0.54206 -1.29276 0.24 -0.05 -0.13
O 1.88707 0.60742 -1.58572 -0.10 0.04 0.09
N -0.24072 0.10680 -2.15353 -0.18 0.00 -0.01
C -1.64354 0.03705 -1.78114 0.15 -0.01 -0.03
C 0.17928 -0.30072 -3.47590 -0.02 -0.02 0.02
H 0.29425 0.82953 -0.31657 -0.01 0.01 0.11
H -2.01317 -0.98895 -1.85630 0.02 0.00 0.01
H -2.24373 0.67534 -2.43643 -0.01 0.00 0.01
H -1.75631 0.37188 -0.75111 -0.05 -0.02 0.02
H 0.89611 -1.12244 -3.42524 0.00 -0.01 0.01
H 0.66424 0.52103 -4.00666 0.00 0.02 0.00
H -0.69788 -0.62220 -4.03391 -0.01 -0.01 -0.03
```
Forces are in eV/Å.

Values from the calculation:
LUMO (hartree): 0.122
Kohn-Sham gap (eV): 9.0066
F_max (eV/Å): 1.20
Total charge: -1
Calculated total energy (Ha): -1100.989032
Highest occupied orbital energy (eV): -5.70

---

(3)
An isolated molecule of C5H10NOP. Source: the Open Molecules 2025 dataset; level of theory: the ωB97M-V functional and the def2-TZVPD basis.

Structure (XYZ):
```
18
Properties=species:S:1:pos:R:3:forces:R:3
C -1.33681 1.06950 2.29903 1.61 1.78 -3.35
C -1.28762 0.38148 0.93651 2.46 -1.59 1.96
P 0.40025 0.34626 0.17853 0.23 -4.26 1.59
O 0.76795 1.70753 -0.07605 1.19 2.47 -0.56
C 1.58360 -0.62633 1.52814 -1.30 0.66 -0.88
N 2.12176 -1.27676 2.32015 -0.27 0.49 -0.59
C 0.64185 -0.78848 -1.30875 1.48 1.38 2.31
C 2.15337 -0.86513 -1.75087 -4.62 -1.53 -0.83
H -0.83137 1.98432 2.11228 0.50 1.23 0.49
H -2.28718 1.30922 2.54060 -3.38 0.80 0.47
H -0.96198 0.65914 3.15411 1.59 -1.96 1.71
H -1.76584 0.84468 0.14620 -1.56 1.34 -1.23
H -1.72589 -0.53755 1.16976 -0.52 -2.04 -0.68
H 0.32730 -1.78104 -1.18316 -0.97 -1.19 0.67
H -0.00193 -0.27351 -1.95843 -0.70 0.47 -1.57
H 2.28855 -0.03292 -2.31464 1.10 2.23 -1.88
H 2.73649 -0.87808 -0.93072 2.27 -0.32 2.60
H 2.13191 -1.78976 -2.31541 0.89 0.05 -0.24
```
Forces are in eV/Å.

Values from the calculation:
LUMO (hartree): 0.029
Kohn-Sham gap (eV): 11.5618
F_max (eV/Å): 4.94
Calculated total energy (Ha): -667.823018
SMILES: CCP(=O)(C#N)CC
Highest occupied orbital energy (eV): -10.77

---

(4)
The ion C5H10NOS with charge -1. Source: the Open Molecules 2025 dataset; level of theory: the ωB97M-V functional and the def2-TZVPD basis.

Structure (XYZ):
```
18
Properties=species:S:1:pos:R:3:forces:R:3
C -0.35832 3.04830 -1.43325 0.17 -1.16 0.28
C 0.69775 2.49460 -0.39638 1.24 -2.24 -4.62
N 0.84850 0.99695 -0.69807 0.78 2.06 5.13
C 0.44951 0.07630 0.40198 0.27 -0.38 -1.22
C -1.01163 -0.37125 0.21008 -1.52 0.75 2.39
O -1.75535 -0.17990 1.19526 0.13 0.00 -1.38
C 1.20268 -1.26751 0.41233 1.66 -1.49 1.51
S -0.11333 -2.64992 0.32741 1.01 0.73 0.50
H 0.07932 2.98811 -2.45529 -0.29 0.57 0.63
H -1.36064 2.38225 -1.51944 2.32 1.75 0.86
H -0.45525 4.05930 -1.01044 -0.88 0.12 -1.13
H 1.76414 3.00477 -0.43993 -2.08 -0.67 -0.41
H 0.32571 2.77468 0.52853 -0.72 -0.60 2.17
H 0.77044 0.59853 -1.57861 -0.41 -0.05 -1.89
H 0.48741 0.61757 1.40016 0.01 -0.72 -1.32
H -1.47699 -0.52871 -0.79657 0.73 0.14 0.32
H 1.80339 -1.58578 -0.42708 -0.05 1.07 -0.92
H 2.09920 -1.33399 1.21586 -2.37 0.11 -0.90
```
Forces are in eV/Å.

Values from the calculation:
LUMO (hartree): 0.132
Kohn-Sham gap (eV): 6.3596
F_max (eV/Å): 5.58
Total charge: -1
Calculated total energy (Ha): -724.632593
SMILES: CCN[C@@H](C=O)C[S-]
Highest occupied orbital energy (eV): -2.77

---

(5)
The ion C5H10NOS with charge +1. Source: the Open Molecules 2025 dataset; level of theory: the ωB97M-V functional and the def2-TZVPD basis.

Structure (XYZ):
```
18
Properties=species:S:1:pos:R:3:forces:R:3
C -2.24758 0.50250 0.37565 -1.56 -0.06 -1.00
C -0.93954 -0.16400 0.68052 1.21 0.26 1.04
C -0.12486 -0.38630 -0.67598 -0.57 -0.96 0.84
C 0.56197 0.86881 -1.14314 1.07 0.59 -0.35
S 1.66645 1.39520 0.24617 0.62 -0.32 -0.67
C 2.26311 -0.28005 0.40721 -0.98 -0.42 0.64
N 0.97884 -1.17419 -0.07815 2.83 -1.28 -1.84
O 1.01931 -2.35766 -0.09173 -0.15 1.26 0.53
H -2.20523 1.55850 0.04136 0.22 -0.53 0.47
H -2.81722 0.41167 1.29976 -0.31 0.44 -0.14
H -2.85319 -0.02713 -0.43824 0.92 0.43 1.12
H -1.13144 -1.14973 1.22145 0.39 1.13 -0.97
H -0.24708 0.51174 1.39909 -1.80 -1.65 -1.62
H -0.69630 -0.98846 -1.50230 1.21 0.89 1.80
H 1.14590 0.74814 -2.11954 -1.03 0.30 1.34
H -0.13331 1.69590 -1.11563 -0.31 0.11 -0.79
H 2.46238 -0.64260 1.38994 -0.89 0.13 1.51
H 3.29778 -0.52234 0.10357 -0.87 -0.32 -1.92
```
Forces are in eV/Å.

Values from the calculation:
LUMO (hartree): -0.245
Kohn-Sham gap (eV): 7.0267
F_max (eV/Å): 3.60
Total charge: +1
Calculated total energy (Ha): -724.289533
SMILES: CC[C@H]1CSC[N+]1=O
Highest occupied orbital energy (eV): -13.70

---

(6)
The ion C5H10NOS with charge +1. Source: the Open Molecules 2025 dataset; level of theory: the ωB97M-V functional and the def2-TZVPD basis.

Structure (XYZ):
```
18
Properties=species:S:1:pos:R:3:forces:R:3
C -0.12661 -0.10881 -0.26707 0.92 -0.91 -1.22
C 0.09335 1.17433 -0.09880 2.63 -3.03 -0.31
C 2.34099 -0.74451 -0.09219 1.69 -1.05 -0.75
C -1.42067 -0.90617 -0.12377 1.03 4.39 -0.99
C -0.63770 2.27558 0.41131 1.55 2.05 -0.13
N 0.98598 -1.10547 -0.71546 0.59 4.32 2.45
O 2.13659 -1.12295 1.22755 -0.22 -1.30 -1.30
S 2.76860 0.97672 -0.39930 -3.03 -0.43 0.27
H 3.16969 -1.45189 -0.71449 -2.15 1.70 1.84
H -1.28754 -1.87578 0.05489 0.84 -3.90 1.56
H -1.94230 -0.93257 -1.04073 -0.92 0.57 -1.10
H -1.91423 -0.36823 0.63273 -1.38 0.06 0.91
H -0.80764 2.20872 1.45255 -0.12 -0.29 1.26
H -1.54783 2.43144 -0.08998 -1.30 0.07 -0.89
H -0.04786 3.19632 0.26977 -0.27 -0.11 0.01
H 0.64062 -1.87750 -0.21763 0.05 -2.44 -0.26
H 1.16222 -1.04297 -1.67837 -0.53 -0.82 -2.06
H 2.44439 -0.49626 1.85495 0.64 1.14 0.70
```
Forces are in eV/Å.

Values from the calculation:
LUMO (alpha / beta) (hartree): -0.215 / -0.218
Kohn-Sham gap (alpha / beta) (eV): 7.7851 / 7.6493
F_max (eV/Å): 5.00
Total charge: +1
Calculated total energy (Ha): -724.289425
Highest occupied orbital energy (alpha / beta) (eV): -13.63 / -13.59

---

(7)
A structure of composition C5H10NP. Source: the Open Molecules 2025 dataset; level of theory: the ωB97M-V functional and the def2-TZVPD basis.

Structure (XYZ):
```
17
Properties=species:S:1:pos:R:3:forces:R:3
C 0.84054 -1.33450 0.97189 1.00 -0.46 2.21
C 1.29376 -1.74597 -0.41741 -1.12 1.43 -0.96
C 0.88452 1.38202 0.18042 1.14 -1.47 -2.04
C -0.54690 1.56303 -0.23188 -1.21 2.33 -2.79
C 0.37784 -0.01613 0.59385 1.77 -1.71 -1.40
N -0.85694 0.26927 0.17239 -1.88 -0.89 0.38
P -2.25485 -0.65319 0.02763 -0.71 -1.30 -0.35
H 0.12575 -1.99715 1.55245 0.43 0.85 -0.92
H 1.69110 -1.15769 1.70053 -0.53 -0.67 -1.04
H 2.29984 -1.40606 -0.67425 -0.22 -0.17 0.01
H 0.57405 -1.69573 -1.32751 1.03 -0.19 1.90
H 1.45468 1.53153 -0.77728 0.21 -0.81 1.31
H 1.35018 1.88833 0.97726 0.14 1.18 0.88
H -1.02315 2.32197 0.31773 -1.11 1.06 0.64
H -0.80683 1.70534 -1.35294 0.87 0.09 1.53
H -2.29802 -1.03138 -1.37282 0.53 0.01 0.32
H -3.10558 0.37632 -0.34006 -0.36 0.73 0.31
```
Forces are in eV/Å.

Values from the calculation:
LUMO (alpha / beta) (hartree): 0.032 / 0.033
Kohn-Sham gap (alpha / beta) (eV): 7.1010 / 7.3322
F_max (eV/Å): 3.83
Calculated total energy (Ha): -592.433814
Highest occupied orbital energy (alpha / beta) (eV): -6.23 / -6.44

---

(8)
An isolated molecule of C5H10NP. Source: the Open Molecules 2025 dataset; level of theory: the ωB97M-V functional and the def2-TZVPD basis.

Structure (XYZ):
```
17
Properties=species:S:1:pos:R:3:forces:R:3
C 0.67833 -1.72648 -0.24436 -0.36 -0.90 -1.58
C 1.21186 -0.64317 -0.79169 0.69 1.30 -0.62
C -0.57272 -1.54767 0.53729 -3.10 0.14 -1.43
C 0.80125 0.74657 -0.45828 -2.89 -2.75 -0.11
C 1.38912 1.52810 0.61165 -1.63 -0.54 0.87
N -1.17446 -0.23473 0.30786 2.51 1.86 -0.82
P -2.67851 0.37054 -0.16503 0.47 -2.08 1.20
H 0.91333 -2.76871 -0.55343 0.31 0.97 0.32
H 1.95555 -0.57903 -1.60404 0.08 -0.83 0.56
H -1.39073 -2.33544 0.28302 1.64 0.76 0.39
H -0.33642 -1.61093 1.56278 0.10 -0.40 1.52
H 0.29035 1.30784 -1.21005 -0.22 0.12 -0.65
H 1.54524 2.55380 0.30668 0.47 0.15 0.26
H 2.18356 0.96159 1.08044 0.30 0.49 0.30
H 0.44692 1.47417 1.23577 1.19 0.60 0.31
H -2.66065 0.94879 -1.43412 0.53 0.24 -0.68
H -2.60202 1.55475 0.53551 -0.11 0.88 0.15
```
Forces are in eV/Å.

Values from the calculation:
LUMO (alpha / beta) (hartree): 0.002 / 0.004
Kohn-Sham gap (alpha / beta) (eV): 7.4984 / 7.5634
F_max (eV/Å): 3.99
Calculated total energy (Ha): -592.443167
Highest occupied orbital energy (alpha / beta) (eV): -7.43 / -7.46

---

Which of these has the highest calculated total energy? number 7

---

Among the records above, which one has the lowest F_max? C5H10NO6S

---

Which of these has the lowest calculated total energy? C5H10NO4PS